(1)
Below is the ion C21H24Cl2N3 with charge +1 in a non-equilibrium geometry, with properties calculated with ωB97M-V/def2-TZVPD.

Computed properties:
Structure (SMILES) ... CN1CCCN2CCC[N+](C(c3ccc(Cl)cc3)c3ccc(Cl)cc3)=C12
Max |F| ... 3.4 eV/Å
Orbital gap ... 8.91 eV

```
! RIJCOSX wB97M-V def2-TZVPD def2/J DEFGRID3
* xyz 1 1
C 2.464 -0.584 1.360
N 2.342 -0.056 -0.012
C 3.555 -0.255 -0.808
C 3.357 0.243 -2.218
C 2.833 1.647 -2.207
N 1.620 1.688 -1.399
C 0.893 2.951 -1.552
C -0.392 2.923 -0.784
C -0.921 1.522 -0.775
N 0.043 0.697 -0.008
C 1.350 0.769 -0.455
H 1.676 -0.215 2.027
H 2.455 -1.692 1.349
H 3.419 -0.272 1.807
H 4.398 0.257 -0.315
H 3.792 -1.330 -0.819
H 4.302 0.213 -2.763
H 2.652 -0.402 -2.750
H 3.581 2.363 -1.828
H 2.563 1.966 -3.224
H 1.539 3.783 -1.223
H 0.723 3.099 -2.630
H -0.249 3.295 0.238
H -1.124 3.562 -1.284
H -1.909 1.452 -0.313
H -1.012 1.134 -1.800
Cl -1.763 -5.774 -1.455
C -1.416 -4.118 -1.185
C -0.087 -3.670 -1.187
C 0.192 -2.388 -0.694
C -0.848 -1.582 -0.199
C -0.476 -0.393 0.698
C -1.550 0.060 1.691
C -1.637 1.406 2.064
C -2.727 1.858 2.821
C -3.671 0.924 3.275
Cl -5.033 1.464 4.175
C -3.490 -0.452 3.049
C -2.376 -0.876 2.325
C -2.171 -1.934 -0.461
C -2.472 -3.233 -0.900
H 0.709 -4.339 -1.513
H 1.222 -2.030 -0.667
H 0.252 -0.830 1.380
H -0.909 2.134 1.722
H -2.861 2.915 3.035
H -4.206 -1.175 3.442
H -2.158 -1.943 2.219
H -2.970 -1.212 -0.289
H -3.505 -3.571 -0.959
*
```



(2)
Below is an isolated molecule of C5H10O, with properties calculated with ωB97M-V/def2-TZVPD.

Computed properties:
Structure (SMILES) ... C=CCCCO
Max |F| ... 0.8 eV/Å
Orbital gap ... 10.15 eV

```
! RIJCOSX wB97M-V def2-TZVPD def2/J DEFGRID3
* xyz 0 1
O -0.901 -0.540 1.409
C -0.998 0.248 -0.884
C -0.578 -0.851 -1.508
C 0.531 -0.592 1.268
C 1.098 0.575 0.413
C -0.044 1.279 -0.329
H -1.288 -1.193 0.813
H -2.057 0.424 -0.731
H -1.238 -1.664 -1.787
H 0.467 -0.953 -1.778
H 0.888 -1.552 0.867
H 0.871 -0.521 2.296
H 1.635 1.289 1.048
H 1.837 0.203 -0.309
H -0.560 1.950 0.364
H 0.335 1.898 -1.151
*
```



(3)
Below is a cluster of 6 separate species, C6H22ClO9 in total in a non-equilibrium geometry, with properties calculated with ωB97M-V/def2-TZVPD.

Computed properties:
Max |F| ... 4.3 eV/Å
Orbital gap ... 8.34 eV

```
! RIJCOSX wB97M-V def2-TZVPD def2/J DEFGRID3
* xyz -1 1
Cl 0.252 1.473 -0.939
O -0.323 2.045 -2.057
O 0.987 0.321 -1.326
O 1.129 2.445 -0.306
O -0.794 1.155 0.000
C 4.295 -4.218 -0.883
C 4.543 -4.439 -2.426
O 3.289 -4.954 -2.852
H 4.252 -5.214 -0.443
H 3.387 -3.699 -0.576
H 5.179 -3.791 -0.409
H 5.347 -5.153 -2.607
H 4.803 -3.626 -3.103
H 2.856 -4.212 -3.280
C -1.137 -2.015 -5.458
O -1.999 -0.907 -5.746
H -1.427 -2.381 -4.473
H -1.148 -2.715 -6.293
H -0.186 -1.484 -5.403
H -1.949 -0.202 -5.097
C -0.360 7.005 2.120
O -1.369 6.797 3.049
H -0.258 6.293 1.301
H -0.564 7.883 1.506
H 0.568 7.119 2.680
H -1.587 7.671 3.381
C 1.807 0.107 5.197
O 2.592 0.729 4.226
H 0.779 0.377 4.955
H 2.014 -0.963 5.171
H 2.019 0.611 6.140
H 2.133 0.647 3.386
C -6.808 -0.508 1.960
O -5.821 0.415 1.362
H -7.372 -1.217 1.354
H -6.284 -1.270 2.536
H -7.530 0.009 2.593
H -5.316 -0.136 0.759
*
```



(4)
Below is a cluster of 7 separate species, C17H32Cl6O5 in total in a non-equilibrium geometry, with properties calculated with ωB97M-V/def2-TZVPD.

Computed properties:
Structure (SMILES) ... ClC(Cl)Cl.ClC(Cl)Cl.CC(C)=O.CC(C)=O.CC(C)=O.CC(C)=O.CC(C)=O
Max |F| ... 3.5 eV/Å
Orbital gap ... 9.40 eV

```
! RIJCOSX wB97M-V def2-TZVPD def2/J DEFGRID3
* xyz 0 1
C -13.378 -8.889 8.921
C -12.788 -7.533 8.784
O -13.370 -6.618 9.353
C -11.520 -7.396 8.031
H -12.535 -9.570 9.043
H -13.976 -9.183 8.058
H -14.038 -8.905 9.789
H -11.330 -8.255 7.388
H -10.789 -7.279 8.831
H -11.532 -6.522 7.381
C -18.270 -5.801 9.283
C -17.854 -6.730 10.397
O -18.599 -7.523 10.847
C -16.547 -6.506 11.083
H -17.715 -4.877 9.445
H -19.334 -5.599 9.406
H -18.100 -6.293 8.326
H -15.807 -6.870 10.370
H -16.433 -7.135 11.966
H -16.396 -5.428 11.128
C -13.275 1.557 15.802
C -14.306 1.122 14.791
O -14.765 -0.006 14.872
C -14.863 2.116 13.778
H -13.405 1.022 16.743
H -13.264 2.617 16.054
H -12.254 1.383 15.463
H -15.027 3.127 14.151
H -15.849 1.772 13.465
H -14.225 2.254 12.905
C -12.117 -2.306 12.934
C -12.721 -3.613 12.382
O -12.254 -4.655 12.822
C -13.791 -3.618 11.254
H -12.934 -1.708 13.337
H -11.662 -1.680 12.166
H -11.419 -2.475 13.753
H -14.706 -3.113 11.564
H -14.121 -4.646 11.110
H -13.424 -3.107 10.364
C -12.911 0.238 7.893
C -12.439 -0.014 9.323
O -11.550 -0.841 9.542
C -13.131 0.874 10.400
H -12.712 -0.697 7.369
H -12.386 1.062 7.412
H -13.964 0.520 7.877
H -13.418 1.898 10.164
H -12.521 1.070 11.282
H -14.041 0.373 10.730
C -9.217 -4.293 11.153
Cl -7.845 -5.387 10.996
Cl -10.425 -4.647 9.918
Cl -8.697 -2.608 11.086
H -9.742 -4.523 12.080
C -14.661 -5.866 14.985
Cl -14.213 -7.497 14.225
Cl -15.212 -6.093 16.638
Cl -15.976 -5.099 14.135
H -13.863 -5.123 14.964
*
```